No. 1
{
  "formula": "C7H9N2O5P",
  "method": "ωB97M-V/def2-TZVPD",
  "de_lowest_kcal_mol": 0.0,
  "charge": -2,
  "energy_ha": -1099.18023,
  "species": ["C", "C", "C", "C", "C", "C", "C", "N", "N", "O", "O", "O", "O", "O", "P", "H", "H", "H", "H", "H", "H", "H", "H", "H"],
  "xyz": [[-2.93, 0.94, -0.77], [-2.30, 2.15, -0.50], [-2.62, -0.23, -0.02], [-1.26, -0.29, 0.47], [-0.49, 0.95, 0.35], [-3.32, -1.56, -0.12], [-0.61, -1.29, 1.08], [0.75, 1.14, 0.38], [1.88, 1.42, 0.46], [4.91, 0.87, 0.50], [5.75, -1.30, -0.64], [3.62, -0.13, -1.45], [-1.16, 2.24, 0.28], [3.56, -1.28, 0.74], [4.56, -0.63, -0.15], [-3.77, 0.87, -1.33], [-2.53, 3.07, -1.19], [-4.38, -1.34, -0.22], [-3.10, -2.10, 0.86], [-2.99, -2.12, -1.15], [0.39, -1.07, 1.46], [-1.26, -2.22, 1.26], [4.10, 1.28, 0.84], [3.20, 0.63, -1.12]]
}

=====

No. 2
{
  "formula": "C7H9N3",
  "method": "ωB97M-V/def2-TZVPD",
  "de_lowest_kcal_mol": 109.3,
  "charge": 0,
  "energy_ha": -436.24199,
  "smiles": "c1nnc2n1C1(CC2)CC1",
  "species": ["C", "N", "N", "C", "N", "C", "C", "C", "C", "C", "H", "H", "H", "H", "H", "H", "H", "H", "H"],
  "xyz": [[0.37, 1.76, -1.45], [-0.09, 1.59, -2.71], [-0.77, 0.33, -2.76], [-0.78, -0.28, -1.68], [0.01, 0.86, -0.54], [0.17, 0.11, 0.66], [-0.68, -1.11, 0.60], [-1.01, -1.50, -0.87], [0.60, 0.72, 1.91], [1.58, -0.06, 1.06], [0.71, 2.72, -1.17], [-1.75, -0.93, 1.02], [-0.47, -1.97, 1.25], [-2.19, -1.79, -0.96], [-0.63, -2.40, -1.27], [0.13, 0.54, 2.95], [0.81, 1.83, 2.01], [2.15, 0.58, 0.45], [1.83, -1.01, 1.49]]
}

=====

No. 3
{
  "formula": "C7H9N3",
  "method": "ωB97M-V/def2-TZVPD",
  "de_lowest_kcal_mol": 147.4,
  "charge": 2,
  "energy_ha": -435.42958,
  "species": ["C", "C", "C", "C", "C", "C", "C", "N", "N", "N", "H", "H", "H", "H", "H", "H", "H", "H", "H"],
  "xyz": [[1.03, 1.74, -1.11], [0.53, 0.71, -1.81], [1.15, 1.77, 0.26], [0.62, 0.75, 1.01], [-0.02, -1.72, 0.78], [0.09, -0.31, -0.94], [-1.48, 0.19, 0.67], [0.03, -2.18, -1.37], [-0.02, -2.57, -0.19], [-0.14, -0.31, 0.39], [1.22, 2.64, -1.69], [0.45, 0.63, -2.88], [1.81, 2.50, 0.80], [0.50, 0.84, 2.02], [-0.08, -2.00, 1.92], [-1.70, 0.27, 1.69], [-1.70, 1.24, 0.17], [-2.25, -0.53, 0.33], [-0.01, -3.64, -0.07]]
}

=====

No. 4
{
  "formula": "C7H9N3O3",
  "method": "ωB97M-V/def2-TZVPD",
  "de_lowest_kcal_mol": 91.0,
  "charge": 0,
  "energy_ha": -662.03506,
  "smiles": "CC(=O)\\C(O)=N/C=C\\N=C\\C(N)=O",
  "species": ["C", "C", "O", "C", "O", "N", "C", "C", "N", "C", "C", "N", "O", "H", "H", "H", "H", "H", "H", "H", "H", "H"],
  "xyz": [[-1.69, -2.52, -0.64], [-1.49, -1.06, -0.65], [-1.91, -0.36, -1.57], [-1.06, -0.28, 0.64], [-0.64, -1.16, 1.57], [-1.30, 0.88, 1.04], [-1.39, 1.94, 0.14], [-0.32, 2.25, -0.66], [0.78, 1.58, -0.54], [1.09, 0.31, -0.48], [2.40, -0.08, 0.04], [3.04, 0.99, 0.61], [2.95, -1.16, 0.00], [-2.28, -2.77, -1.57], [-2.12, -2.66, 0.30], [-0.69, -3.01, -0.53], [-0.20, -0.84, 2.36], [-2.02, 2.69, 0.57], [-0.33, 3.12, -1.22], [0.47, -0.56, -0.77], [2.70, 1.98, 0.45], [4.01, 0.73, 0.90]]
}

=====

No. 5
{
  "formula": "C7H9N3P2",
  "method": "ωB97M-V/def2-TZVPD",
  "de_lowest_kcal_mol": 31.4,
  "charge": 0,
  "energy_ha": -1118.98907,
  "smiles": "N#[PH]P(N)/N=C\\c1ccccc1",
  "species": ["N", "P", "P", "N", "N", "C", "C", "C", "C", "C", "C", "C", "H", "H", "H", "H", "H", "H", "H", "H", "H"],
  "xyz": [[-1.71, 0.44, 1.29], [-1.41, -0.94, 1.74], [0.51, -2.17, 1.59], [0.88, -2.59, 3.20], [1.23, -0.67, 1.61], [1.07, 0.45, 0.95], [0.54, 0.69, -0.37], [0.73, -0.13, -1.47], [0.17, 0.13, -2.74], [-0.54, 1.25, -2.95], [-0.73, 2.20, -1.90], [-0.20, 1.92, -0.69], [-2.41, -1.98, 2.19], [0.42, -2.19, 4.01], [0.89, -3.57, 3.21], [1.48, 1.36, 1.33], [1.36, -1.02, -1.49], [0.41, -0.60, -3.59], [-0.99, 1.63, -3.85], [-1.27, 3.10, -2.14], [-0.43, 2.68, 0.09]]
}

=====

No. 6
{
  "formula": "C7H9N4",
  "method": "ωB97M-V/def2-TZVPD",
  "de_lowest_kcal_mol": 52.1,
  "charge": 1,
  "energy_ha": -490.85403,
  "smiles": "Cc1[nH]ccc1N/C=N\\C#[NH+]",
  "species": ["C", "C", "N", "C", "C", "C", "N", "C", "N", "C", "N", "H", "H", "H", "H", "H", "H", "H", "H", "H"],
  "xyz": [[-0.16, 1.01, 1.57], [-0.76, 0.44, 0.38], [-1.90, 0.91, -0.24], [-2.43, -0.03, -1.05], [-1.70, -1.19, -0.97], [-0.66, -0.90, -0.04], [0.44, -1.72, 0.22], [1.68, -1.44, 0.38], [2.34, -0.32, 0.16], [2.37, 0.66, -0.60], [2.31, 1.63, -1.29], [0.64, 1.86, 1.28], [0.31, 0.27, 2.07], [-0.77, 1.52, 2.30], [-2.08, 1.89, -0.41], [-3.23, 0.31, -1.57], [-1.83, -2.11, -1.55], [0.40, -2.73, 0.23], [2.15, -2.37, 0.77], [2.89, 2.30, -1.62]]
}

=====

No. 7
{
  "formula": "C7H9N5O",
  "method": "ωB97M-V/def2-TZVPD",
  "de_lowest_kcal_mol": 206.0,
  "charge": 0,
  "energy_ha": -620.87126,
  "species": ["C", "C", "C", "C", "C", "C", "C", "H", "H", "H", "H", "H", "H", "H", "H", "H", "N", "N", "N", "N", "N", "O"],
  "xyz": [[3.72, -0.25, -0.76], [2.41, -0.63, -0.25], [2.62, -0.77, 1.40], [0.54, 0.72, -0.11], [-0.12, 1.98, 0.05], [-1.48, 1.89, 0.24], [-2.15, 0.63, 0.31], [4.11, 0.55, -0.11], [4.55, -1.07, -0.56], [3.75, 0.02, -1.80], [1.91, -1.79, -0.38], [3.32, -1.70, 1.58], [3.57, 0.36, 1.54], [1.73, -0.84, 2.18], [0.61, 2.91, -0.44], [-2.02, 2.81, 0.15], [-3.41, 0.11, 0.06], [-3.25, -1.34, -0.31], [-2.03, -1.69, -0.32], [-1.27, -0.61, 0.18], [0.06, -0.46, -0.15], [1.83, 0.66, -0.46]]
}

=====

No. 8
{
  "formula": "C7H9NO",
  "method": "ωB97M-V/def2-TZVPD",
  "de_lowest_kcal_mol": 98.0,
  "charge": 0,
  "energy_ha": -401.98483,
  "smiles": "COCc1ccccn1",
  "species": ["C", "O", "C", "C", "C", "C", "C", "C", "N", "H", "H", "H", "H", "H", "H", "H", "H", "H"],
  "xyz": [[-2.32, -1.28, -0.58], [-2.05, -0.02, -1.04], [-1.41, 0.86, -0.07], [-0.02, 0.58, 0.19], [0.76, -0.23, -0.66], [2.12, -0.33, -0.43], [2.65, 0.21, 0.64], [1.87, 1.08, 1.49], [0.52, 1.21, 1.29], [-3.06, -1.42, 0.20], [-2.66, -1.70, -1.59], [-1.58, -1.76, -0.51], [-2.04, 0.88, 0.86], [-1.55, 1.84, -0.32], [0.04, -0.76, -1.54], [2.86, -1.06, -1.11], [3.61, 0.28, 0.82], [2.27, 1.61, 2.38]]
}

=====

No. 9
{
  "formula": "C7H9NO",
  "method": "ωB97M-V/def2-TZVPD",
  "multiplicity": 3,
  "de_lowest_kcal_mol": 58.6,
  "charge": 0,
  "energy_ha": -401.85887,
  "species": ["C", "C", "C", "C", "C", "C", "C", "N", "O", "H", "H", "H", "H", "H", "H", "H", "H", "H"],
  "xyz": [[-0.57, 1.41, 2.88], [0.02, 0.49, 2.04], [-1.69, 1.95, 2.29], [-0.72, 0.51, 0.86], [0.34, 0.14, -2.55], [0.34, -0.82, -1.51], [1.33, -1.97, -1.13], [-1.76, 1.37, 1.01], [-0.81, -0.64, -2.31], [-0.08, 1.80, 3.87], [1.01, 0.04, 2.12], [-2.44, 2.65, 2.52], [0.30, 1.20, -2.37], [0.74, -0.11, -3.61], [1.08, -2.23, -0.06], [2.31, -1.48, -1.05], [1.38, -2.76, -1.83], [-2.45, 1.48, 0.23]]
}

=====

No. 10
{
  "formula": "C7H9NO2",
  "method": "ωB97M-V/def2-TZVPD",
  "de_lowest_kcal_mol": 67.7,
  "charge": 0,
  "energy_ha": -477.28394,
  "smiles": "CC1=C[C@]2(O)C(=O)NC[C@H]12",
  "species": ["C", "C", "C", "C", "O", "C", "O", "N", "C", "C", "H", "H", "H", "H", "H", "H", "H", "H", "H"],
  "xyz": [[-0.77, 0.40, -1.75], [-0.46, -0.41, -0.60], [-1.18, -1.14, 0.20], [-0.20, -1.35, 1.25], [0.06, -2.67, 1.58], [-0.37, -0.39, 2.42], [-0.89, -0.80, 3.46], [0.12, 0.79, 2.18], [1.11, 0.84, 1.14], [0.87, -0.32, 0.16], [-1.76, 0.92, -1.78], [-0.76, -0.29, -2.60], [0.14, 1.18, -1.91], [-2.23, -1.47, 0.08], [0.53, -2.67, 2.47], [0.04, 1.57, 2.76], [2.12, 0.70, 1.74], [1.15, 1.82, 0.66], [1.77, -0.90, -0.11]]
}

=====

No. 11
{
  "formula": "C7H9NO2",
  "method": "ωB97M-V/def2-TZVPD",
  "de_lowest_kcal_mol": 91.9,
  "charge": 0,
  "energy_ha": -477.24543,
  "smiles": "c1ccncc1.CC(=O)O",
  "species": ["C", "C", "C", "N", "C", "C", "H", "H", "H", "H", "H", "C", "C", "O", "O", "H", "H", "H", "H"],
  "xyz": [[-2.35, -1.77, 0.01], [-1.22, -1.76, 0.93], [-0.23, -0.83, 0.70], [-0.13, -0.18, -0.51], [-1.07, -0.32, -1.42], [-2.23, -1.06, -1.17], [-3.10, -2.55, 0.30], [-1.24, -2.29, 1.93], [0.74, -0.65, 1.47], [-0.70, -0.07, -2.48], [-2.85, -1.16, -2.12], [2.49, 0.28, 0.49], [1.58, 1.47, 0.43], [1.24, 2.30, 1.27], [1.00, 1.43, -0.73], [3.02, 0.18, 1.42], [1.81, -0.57, 0.24], [3.24, 0.28, -0.39], [0.31, 2.18, -0.88]]
}

=====

No. 12
{
  "formula": "C7H9NO2",
  "method": "ωB97M-V/def2-TZVPD",
  "de_lowest_kcal_mol": 66.2,
  "charge": 0,
  "energy_ha": -477.28645,
  "smiles": "c1ccncc1.CC(=O)O",
  "species": ["C", "C", "C", "N", "C", "C", "H", "H", "H", "H", "H", "C", "C", "O", "O", "H", "H", "H", "H"],
  "xyz": [[-1.57, -0.49, -0.18], [-1.87, 0.89, -0.26], [-3.27, 1.29, -0.28], [-4.33, 0.52, 0.03], [-3.82, -0.79, 0.36], [-2.59, -1.35, 0.18], [-0.59, -0.97, -0.35], [-1.14, 1.63, -0.61], [-3.40, 2.53, -0.35], [-4.68, -1.39, 0.89], [-2.35, -2.50, 0.35], [2.91, -0.10, -0.28], [4.28, -0.03, -0.04], [5.15, -0.73, -0.51], [4.61, 0.89, 0.77], [2.35, -1.12, -0.66], [2.38, -0.07, 0.76], [2.41, 0.77, -0.67], [5.53, 1.03, 0.84]]
}

=====

The highest charge belongs to which entry? number 3